Computed, not measured: one molecule with the formula C3H5NO2, with ωB97M-V with the def2-TZVPD basis set.

```
11
C3H5NO2 (ωB97M-V with the def2-TZVPD basis set)
C -1.05 1.37 -0.18
N 0.11 0.53 0.02
C 0.02 -0.81 0.22
O -1.00 -1.45 0.38
C 1.35 -1.57 0.15
O 2.14 -1.41 -0.75
H -1.90 0.73 -0.43
H -1.31 1.94 0.72
H -0.87 2.06 -1.00
H 1.03 0.93 -0.07
H 1.48 -2.33 0.93
```

Output
- ΔE to the lowest compared entry with this formula, charge and spin: 20.67 kcal per mole
- Spin multiplicity: 1
- LUMO: 0.35 eV
- HOMO: -9.818 eV
- Orbital gap: 0.3735 Ha
- Molecular weight: 87.1 g mol⁻¹
- Energy: -8776.798 eV
- SMILES: CNC(=O)C=O